ORCA calculation (ωB97M-V/def2-TZVPD) on a 12-piece molecular cluster, C8H32O11 overall in a non-equilibrium geometry.

Its multiplicity is 1. Its HOMO energy is -9.12 eV. The value obtained for the LUMO energy is 0.31 eV. The value obtained for the molecular weight is 304.33 u.

The geometry in XYZ format:
```
51
Properties=species:S:1:pos:R:3:forces:R:3
C -1.33567 2.58975 0.95334 0.1 -0.6 0.1
C -2.57083 1.80066 1.45814 1.1 -0.1 0.6
C -2.24719 0.35771 1.81293 -0.8 0.2 0.3
C -3.07335 -0.65177 1.30927 -0.3 0.4 0.0
C -2.88109 -1.99231 1.57152 0.9 -0.2 0.4
C -1.76696 -2.33374 2.34219 0.0 0.1 -0.5
C -1.00340 -1.33929 2.91129 1.0 0.6 0.4
C -1.25709 0.02567 2.73513 -0.7 -0.7 -0.8
H -1.19621 3.51440 1.50931 -0.2 0.3 -0.4
H -0.40822 2.03923 1.12286 0.0 -0.1 0.0
H -1.40370 2.73176 -0.12438 0.0 0.4 0.1
H -2.87614 2.26747 2.39578 -0.5 0.1 -0.2
H -3.36262 1.84216 0.71677 -0.2 0.1 0.1
H -3.92843 -0.30933 0.73753 0.0 -0.3 0.1
H -3.47742 -2.79064 1.15607 -0.3 0.2 -0.1
H -1.40314 -3.35114 2.40053 -0.3 -0.1 0.2
H -0.06193 -1.59360 3.38751 -0.3 -0.2 0.4
H -0.69428 0.80097 3.23789 0.3 -0.1 -0.1
O 3.43189 2.31563 1.30307 0.1 0.2 0.1
H 3.23095 2.82185 2.09844 -0.1 -0.1 -0.1
H 4.14644 1.73288 1.58270 -0.1 -0.1 0.0
O 2.73896 -1.52129 -2.22528 0.0 -0.3 -0.2
H 2.57399 -0.56708 -2.26878 0.3 0.1 0.2
H 3.57440 -1.63262 -2.68958 0.0 0.0 -0.1
O -0.17299 0.82858 -2.65926 0.1 0.8 0.7
H 0.58906 0.49603 -3.13787 -0.4 -0.5 -0.3
H -0.98215 0.33790 -2.81665 0.1 -0.3 -0.4
O 0.99947 3.14579 -1.64738 0.3 -0.2 -0.2
H 0.29264 2.62394 -2.06254 -0.1 0.2 0.2
H 0.63833 3.92076 -1.21422 -0.2 -0.1 0.0
O 2.48606 -0.77741 2.36090 -0.6 0.7 0.5
H 2.52008 -1.47465 3.01600 0.3 -0.3 -0.3
H 2.80530 -1.06700 1.49913 0.4 -0.3 0.1
O -3.92766 0.07771 -1.76748 0.2 0.1 0.2
H -3.31100 -0.66342 -1.91357 -0.2 -0.1 -0.2
H -3.95230 0.16014 -0.80704 0.0 0.1 -0.5
O 0.56925 -0.55810 0.23670 0.4 -0.3 -0.5
H 0.03656 0.06965 -0.25810 -0.1 0.1 0.1
H 0.47219 -0.37697 1.17913 0.0 0.1 -0.1
O 4.29050 -0.80696 0.06033 0.5 0.4 1.0
H 3.94665 -1.51475 -0.47141 -0.5 -0.2 -0.6
H 3.81773 -0.00779 -0.19982 -0.1 0.0 -0.4
O -2.31373 -2.04874 -2.66599 0.0 0.3 0.0
H -2.68180 -2.93183 -2.57818 0.0 0.0 0.0
H -1.38575 -2.12907 -2.38935 0.1 -0.4 0.1
O 3.04378 1.20095 -1.89257 -0.9 0.9 0.2
H 3.34644 2.02764 -2.29405 0.4 -0.3 -0.2
H 2.25558 1.59632 -1.45602 0.2 -0.4 0.2
O 0.25867 -2.84297 -1.98938 0.3 -0.1 0.4
H 0.66878 -3.71266 -2.03921 -0.2 0.0 -0.2
H 0.94135 -2.33038 -1.52633 -0.2 0.2 -0.1
```
Positions in Å, forces in eV/Å.